# C3HO2S

The ion C3HO2S with charge -1 in a non-equilibrium geometry (ωB97M-V/def2-TZVPD, the Open Molecules 2025 dataset).

Geometry as XYZ:
```
7
Properties=species:S:1:pos:R:3:forces:R:3
C -0.509 -0.251 0.123 -1.7 0.0 -1.6
C -1.451 -1.103 -0.605 0.2 1.4 1.5
C -0.127 0.095 1.863 -2.9 -0.2 -2.6
O 1.008 -0.106 1.982 5.6 -1.0 0.8
O -1.056 0.469 2.493 -2.3 0.7 1.1
S -2.246 0.480 -0.417 1.2 -1.1 -0.1
H 0.264 -0.022 -0.651 -0.1 0.2 1.0
```
Positions in Å, forces in eV/Å.

Results
* energy above the lowest of the compared OMol25 structures with the same formula, charge and spin: 93.09 kJ/mol
* E_HOMO: -4.2 eV
* HOMO-LUMO gap: 7.846 eV
* largest force on an atom: 5.778 eV/A
* net charge: -1
* total energy: -18055.3752 eV